Density functional theory data (ωB97M-V/def2-TZVPD) for a cluster of 10 separate species, C52H119N11O10 in total at a distorted geometry.

The molecular weight comes out at 1058.59 g/mol. The energy comes out at -3406.9699 Eh. The HOMO energy comes out at -7.7 eV. The SMILES is CC1(C)CCCC(C)(C)N1O.CC1(C)CCCC(C)(C)N1O.CC1(C)CCCC(C)(C)N1O.CC1(C)CCCC(C)(C)N1O.CC1(C)CCCC(C)(C)N1O.NC(N)=O.NC(N)=O.NC(N)=O.CCO.CCO. As for the total charge: 0. The value obtained for the LUMO energy is -0.001 Ha. The value obtained for the orbital gap is 0.2835 Eh. As for the energy above the lowest of the compared OMol25 structures with the same formula, charge and spin: 925.27 kJ/mol.

Last columns: bonded neighbours and bond lengths (Å).
CARTESIAN COORDINATES (ANGSTROEM)
1 C 4.697 3.396 -4.056  C2 1.560, H12 1.090, H13 1.090, H14 1.090
2 C 5.882 4.399 -3.907  C1 1.560, C3 1.567, N7 1.474, C11 1.529
3 C 6.230 4.560 -2.388  C2 1.567, C4 1.491, H15 1.090, H16 1.090
4 C 7.542 5.196 -2.074  C3 1.491, C5 1.541, H17 1.090, H18 1.090
5 C 8.657 4.423 -2.804  C4 1.541, C6 1.601, H19 1.090, H20 1.090
6 C 8.452 4.369 -4.391  C5 1.601, N7 1.495, C9 1.558, C10 1.532
7 N 7.048 3.950 -4.689  C2 1.474, C6 1.495, O8 1.408
8 O 6.627 3.699 -6.009  N7 1.408, H30 0.960
9 C 8.799 5.760 -5.001  C6 1.558, H21 1.090, H22 1.090, H23 1.090
10 C 9.449 3.358 -4.966  C6 1.532, H24 1.090, H25 1.090, H26 1.090
11 C 5.314 5.757 -4.320  C2 1.529, H27 1.090, H28 1.090, H29 1.090
12 H 4.177 3.305 -5.010  C1 1.090
13 H 4.004 3.513 -3.224  C1 1.090
14 H 5.059 2.374 -3.942  C1 1.090
15 H 5.366 5.106 -2.009  C3 1.090
16 H 6.141 3.579 -1.922  C3 1.090
17 H 7.858 5.174 -1.031  C4 1.090
18 H 7.531 6.221 -2.443  C4 1.090
19 H 8.882 3.431 -2.412  C5 1.090
20 H 9.559 4.939 -2.475  C5 1.090
21 H 9.059 5.689 -6.058  C9 1.090
22 H 8.022 6.498 -4.803  C9 1.090
23 H 9.747 6.119 -4.601  C9 1.090
24 H 9.592 3.420 -6.045  C10 1.090
25 H 10.432 3.544 -4.533  C10 1.090
26 H 9.076 2.339 -4.866  C10 1.090
27 H 4.466 6.194 -3.792  C11 1.090
28 H 4.771 5.647 -5.258  C11 1.090
29 H 6.058 6.540 -4.468  C11 1.090
30 H 6.031 2.961 -5.864  O8 0.960
31 C 1.324 -6.231 2.404  C32 1.513, H42 1.090, H43 1.090, H44 1.090
32 C 2.434 -5.524 3.151  C31 1.513, C33 1.557, N37 1.466, C41 1.562
33 C 2.391 -4.045 2.667  C32 1.557, C34 1.531, H45 1.090, H46 1.090
34 C 3.306 -3.095 3.445  C33 1.531, C35 1.509, H47 1.090, H48 1.090
35 C 2.841 -2.984 4.877  C34 1.509, C36 1.582, H49 1.090, H50 1.090
36 C 2.771 -4.425 5.525  C35 1.582, N37 1.474, C39 1.579, C40 1.632
37 N 2.172 -5.392 4.587  C32 1.466, C36 1.474, O38 1.470
38 O 2.068 -6.736 5.174  N37 1.470, H60 0.960
39 C 4.156 -4.770 6.203  C36 1.579, H51 1.090, H52 1.090, H53 1.090
40 C 1.693 -4.310 6.746  C36 1.632, H54 1.090, H55 1.090, H56 1.090
41 C 3.836 -6.189 2.980  C32 1.562, H57 1.090, H58 1.090, H59 1.090
42 H 0.979 -7.101 2.962  C31 1.090
43 H 1.660 -6.680 1.470  C31 1.090
44 H 0.548 -5.558 2.038  C31 1.090
45 H 2.479 -4.016 1.581  C33 1.090
46 H 1.359 -3.694 2.660  C33 1.090
47 H 3.319 -2.135 2.929  C34 1.090
48 H 4.367 -3.303 3.307  C34 1.090
49 H 1.929 -2.412 5.049  C35 1.090
50 H 3.647 -2.382 5.298  C35 1.090
51 H 4.926 -4.717 5.433  C39 1.090
52 H 4.225 -4.109 7.066  C39 1.090
53 H 4.044 -5.788 6.576  C39 1.090
54 H 1.644 -5.318 7.157  C40 1.090
55 H 2.029 -3.717 7.596  C40 1.090
56 H 0.685 -3.959 6.524  C40 1.090
57 H 4.582 -5.595 3.508  C41 1.090
58 H 4.111 -6.675 2.044  C41 1.090
59 H 3.943 -7.158 3.468  C41 1.090
60 H 2.918 -7.180 5.166  O38 0.960
61 C 2.203 -0.282 -3.301  C62 1.600, H72 1.090, H73 1.090, H74 1.090
62 C 1.891 0.215 -1.812  C61 1.600, C63 1.578, N67 1.527, C71 1.581
63 C 1.494 1.738 -1.935  C62 1.578, C64 1.539, H75 1.090, H76 1.090
64 C 0.645 2.333 -0.798  C63 1.539, C65 1.560, H77 1.090, H78 1.090
65 C -0.499 1.329 -0.454  C64 1.560, C66 1.590, H79 1.090, H80 1.090
66 C -0.142 -0.206 -0.240  C65 1.590, N67 1.505, C69 1.490, C70 1.593
67 N 0.684 -0.635 -1.422  C62 1.527, C66 1.505, O68 1.393
68 O 0.884 -2.010 -1.332  N67 1.393, H90 0.960
69 C 0.549 -0.298 1.077  C66 1.490, H81 1.090, H82 1.090, H83 1.090
70 C -1.478 -1.070 -0.152  C66 1.593, H84 1.090, H85 1.090, H86 1.090
71 C 3.168 0.009 -0.904  C62 1.581, H87 1.090, H88 1.090, H89 1.090
72 H 1.291 -0.285 -3.897  C61 1.090
73 H 2.523 -1.320 -3.205  C61 1.090
74 H 3.081 0.174 -3.759  C61 1.090
75 H 2.362 2.386 -2.056  C63 1.090
76 H 0.971 1.893 -2.879  C63 1.090
77 H 0.330 3.370 -0.908  C64 1.090
78 H 1.345 2.507 0.019  C64 1.090
79 H -1.312 1.305 -1.180  C65 1.090
80 H -1.014 1.670 0.444  C65 1.090
81 H -0.075 -0.067 1.941  C69 1.090
82 H 0.887 -1.271 1.434  C69 1.090
83 H 1.350 0.430 1.207  C69 1.090
84 H -1.955 -0.822 0.796  C70 1.090
85 H -2.228 -0.761 -0.881  C70 1.090
86 H -1.348 -2.145 -0.274  C70 1.090
87 H 3.040 0.548 0.035  C71 1.090
88 H 4.043 0.529 -1.294  C71 1.090
89 H 3.536 -1.016 -0.874  C71 1.090
90 H 0.425 -2.420 -2.069  O68 0.960
91 C -7.463 3.011 3.578  C92 1.528, H102 1.090, H103 1.090, H104 1.090
92 C -6.061 2.488 3.883  C91 1.528, C93 1.598, N97 1.432, C101 1.533
93 C -5.756 1.466 2.692  C92 1.598, C94 1.564, H105 1.090, H106 1.090
94 C -4.266 0.990 2.716  C93 1.564, C95 1.542, H107 1.090, H108 1.090
95 C -3.324 2.210 2.768  C94 1.542, C96 1.576, H109 1.090, H110 1.090
96 C -3.636 3.336 3.825  C95 1.576, N97 1.472, C99 1.562, C100 1.493
97 N -5.088 3.537 3.956  C92 1.432, C96 1.472, O98 1.412
98 O -5.425 4.755 4.586  N97 1.412, H120 0.960
99 C -3.019 2.851 5.175  C96 1.562, H111 1.090, H112 1.090, H113 1.090
100 C -2.992 4.580 3.309  C96 1.493, H114 1.090, H115 1.090, H116 1.090
101 C -6.249 1.565 5.093  C92 1.533, H117 1.090, H118 1.090, H119 1.090
102 H -8.153 2.389 3.008  C91 1.090
103 H -7.508 3.907 2.958  C91 1.090
104 H -8.000 3.333 4.470  C91 1.090
105 H -6.250 0.507 2.848  C93 1.090
106 H -5.930 1.892 1.703  C93 1.090
107 H -4.034 0.362 1.856  C94 1.090
108 H -4.121 0.406 3.624  C94 1.090
109 H -2.925 2.532 1.806  C95 1.090
110 H -2.414 1.667 3.026  C95 1.090
111 H -1.935 2.957 5.153  C99 1.090
112 H -3.313 3.511 5.992  C99 1.090
113 H -3.240 1.796 5.339  C99 1.090
114 H -3.630 5.204 2.683  C100 1.090
115 H -2.772 5.349 4.050  C100 1.090
116 H -2.153 4.361 2.649  C100 1.090
117 H -6.981 0.819 4.784  C101 1.090
118 H -6.569 2.130 5.969  C101 1.090
119 H -5.294 1.081 5.291  C101 1.090
120 H -5.140 4.520 5.472  O98 0.960
121 C -5.492 -4.514 -1.532  C122 1.611, H132 1.090, H133 1.090, H134 1.090
122 C -5.729 -4.509 0.062  C121 1.611, C123 1.594, N127 1.491, C131 1.569
123 C -4.392 -4.114 0.834  C122 1.594, C124 1.555, H135 1.090, H136 1.090
124 C -4.591 -3.165 2.050  C123 1.555, C125 1.520, H137 1.090, H138 1.090
125 C -5.865 -3.533 2.792  C124 1.520, C126 1.580, H139 1.090, H140 1.090
126 C -7.138 -3.326 1.880  C125 1.580, N127 1.520, C129 1.602, C130 1.537
127 N -6.851 -3.589 0.410  C122 1.491, C126 1.520, O128 1.399
128 O -8.001 -3.734 -0.373  N127 1.399, H150 0.960
129 C -8.242 -4.258 2.571  C126 1.602, H141 1.090, H142 1.090, H143 1.090
130 C -7.523 -1.839 1.921  C126 1.537, H144 1.090, H145 1.090, H146 1.090
131 C -6.111 -5.974 0.473  C122 1.569, H147 1.090, H148 1.090, H149 1.090
132 H -4.548 -4.991 -1.794  C121 1.090
133 H -5.511 -3.502 -1.936  C121 1.090
134 H -6.219 -5.217 -1.939  C121 1.090
135 H -3.894 -4.985 1.260  C123 1.090
136 H -3.633 -3.752 0.140  C123 1.090
137 H -4.698 -2.150 1.668  C124 1.090
138 H -3.666 -3.267 2.619  C124 1.090
139 H -6.018 -3.038 3.751  C125 1.090
140 H -5.776 -4.613 2.909  C125 1.090
141 H -7.942 -5.305 2.606  C129 1.090
142 H -8.193 -4.236 3.660  C129 1.090
143 H -9.305 -4.178 2.343  C129 1.090
144 H -8.442 -1.797 1.337  C130 1.090
145 H -7.637 -1.492 2.948  C130 1.090
146 H -6.805 -1.256 1.344  C130 1.090
147 H -6.179 -6.048 1.558  C131 1.090
148 H -5.579 -6.866 0.143  C131 1.090
149 H -7.144 -6.255 0.267  C131 1.090
150 H -8.377 -2.851 -0.355  O128 0.960
151 C 0.064 5.614 -3.373  O152 1.270, N153 1.327, N154 1.290
152 O -0.977 5.296 -4.029  C151 1.270
153 N 0.109 5.720 -2.051  C151 1.327, H155 1.010, H156 1.010
154 N 1.160 6.084 -3.864  C151 1.290, H157 1.010, H158 1.010
155 H 1.026 5.486 -1.698  N153 1.010
156 H -0.734 5.529 -1.529  N153 1.010
157 H 1.939 6.276 -3.250  N154 1.010
158 H 1.181 5.890 -4.855  N154 1.010
159 C 2.141 5.774 0.476  O160 1.219, N161 1.259, N162 1.260
160 O 2.382 5.340 -0.638  C159 1.219
161 N 1.355 6.685 0.848  C159 1.259, H163 1.010, H164 1.010
162 N 2.841 5.443 1.469  C159 1.260, H165 1.010, H166 1.010
163 H 0.618 6.890 0.188  N161 1.010
164 H 1.401 6.930 1.826  N161 1.010
165 H 3.137 6.235 2.022  N162 1.010
166 H 3.557 4.772 1.230  N162 1.010
167 C -1.590 -1.761 -3.843  O168 1.197, N169 1.243, N170 1.328
168 O -0.785 -2.609 -3.589  C167 1.197
169 N -1.597 -0.618 -3.354  C167 1.243, H171 1.010, H172 1.010
170 N -2.527 -1.918 -4.771  C167 1.328, H173 1.010, H174 1.010
171 H -0.797 -0.476 -2.755  N169 1.010
172 H -2.245 0.130 -3.558  N169 1.010
173 H -2.803 -1.033 -5.171  N170 1.010
174 H -2.477 -2.862 -5.127  N170 1.010
175 C 1.442 1.308 -7.026  C176 1.538, H178 1.090, H179 1.090, H180 1.090
176 C 2.566 1.935 -7.868  C175 1.538, O177 1.319, H181 1.090, H182 1.090
177 O 2.239 1.656 -9.116  C176 1.319, H183 0.960
178 H 1.453 0.218 -7.038  C175 1.090
179 H 0.453 1.591 -7.386  C175 1.090
180 H 1.619 1.414 -5.956  C175 1.090
181 H 3.507 1.497 -7.537  C176 1.090
182 H 2.613 2.991 -7.602  C176 1.090
183 H 2.872 1.978 -9.762  O177 0.960
184 C -1.605 -5.144 -0.903  C185 1.447, H187 1.090, H188 1.090, H189 1.090
185 C -1.552 -6.505 -1.389  C184 1.447, O186 1.429, H190 1.090, H191 1.090
186 O -2.795 -7.198 -1.265  C185 1.429, H192 0.960
187 H -1.760 -5.015 0.168  C184 1.090
188 H -2.439 -4.583 -1.325  C184 1.090
189 H -0.683 -4.574 -1.017  C184 1.090
190 H -0.825 -7.158 -0.905  C185 1.090
191 H -1.250 -6.422 -2.433  C185 1.090
192 H -2.658 -8.053 -1.680  O186 0.960